# 1
The following is a DFT calculation (ωB97M-V/def2-TZVPD) of 2 unconnected molecules or ions with the total composition C30H68N3O3P3 in a non-equilibrium geometry.

Results
- SMILES = CCCCCCCCCCCCCCCP(CCCCCOC(C)=O)#P(C)C.CN(C)P(=O)(N(C)C)N(C)C
- M (g/mol) = 611.8
- HOMO energy (Eh) = -0.2546
- calculated total energy (Ha) = -2597.83315
- multiplicity = 1

Atoms and positions in Å:
1 N -0.19 1.76 4.85
2 H -2.18 0.73 1.13
3 H 0.39 -4.81 0.50
4 H -0.84 5.46 2.66
5 O -4.40 -1.67 0.13
6 H 3.90 -1.06 -3.31
7 C -3.90 -1.39 1.45
8 H 0.35 -0.48 -6.47
9 C -5.75 -1.67 0.02
10 H -5.16 0.35 1.74
11 P 0.43 1.50 -2.31
12 C 4.20 -2.62 -4.82
13 H 0.75 -3.73 1.83
14 C 1.87 1.51 -1.17
15 C -1.22 2.02 5.83
16 C 3.90 -2.93 -2.26
17 C -3.21 1.06 1.14
18 H -3.06 1.90 -2.23
19 H 0.78 -3.08 -5.05
20 H 2.65 -4.08 -4.29
21 C 1.66 -2.56 -5.46
22 H -1.28 -2.99 0.74
23 H 0.64 -0.19 4.74
24 H 2.23 -4.30 -0.67
25 H -0.73 3.19 -3.60
26 H 3.04 2.41 2.59
27 H -0.17 0.35 3.26
28 H 0.98 3.57 -3.41
29 H -2.19 2.81 -1.03
30 H 3.34 2.83 6.12
31 H 1.61 1.86 -0.17
32 H 4.62 -2.47 -0.22
33 P 0.52 2.88 3.75
34 H 3.12 -4.03 -5.96
35 C 4.37 -2.04 -3.40
36 C -1.92 -0.78 -2.43
37 H -0.61 -3.13 -0.87
38 H -2.23 2.03 5.39
39 H 0.82 5.09 2.19
40 H -1.18 1.26 6.61
41 H -0.47 6.13 5.27
42 H 0.10 -1.30 -2.86
43 H 2.87 -3.91 0.91
44 H 4.35 -1.84 -5.56
45 H 2.62 2.18 -1.60
46 H 2.88 -3.28 -2.40
47 C -2.62 1.83 -1.23
48 H -1.40 -1.52 -5.47
49 H -4.35 2.32 -0.12
50 H -1.56 0.04 -4.73
51 H 2.52 -0.62 -5.42
52 H 4.14 2.35 3.96
53 H -2.76 -0.38 -3.00
54 C -4.11 0.06 1.88
55 C 3.13 2.10 3.63
56 H -4.41 0.69 -0.67
57 H -2.28 -1.52 -1.72
58 C 2.13 -3.60 0.17
59 C -0.21 0.38 4.35
60 H -4.31 -2.07 2.19
61 C -0.36 -2.87 0.16
62 N 2.13 2.79 4.46
63 C 0.20 5.43 3.01
64 H -1.52 4.71 5.19
65 C -3.73 1.43 -0.26
66 H 2.38 -1.50 0.55
67 C -0.47 5.04 5.27
68 P -1.25 0.58 -1.34
69 C -0.91 -0.83 -4.78
70 H -0.11 -1.81 0.22
71 C -6.57 -2.49 1.00
72 H -3.23 1.97 1.74
73 O -0.41 2.83 2.58
74 H 1.60 -2.50 -6.55
75 H -1.12 -0.13 4.66
76 H 0.52 6.44 3.27
77 H 1.78 -1.89 -1.09
78 H 4.55 -3.79 -2.10
79 H -5.95 -3.25 1.47
80 O -6.29 -1.06 -0.85
81 H -1.17 -2.48 -3.43
82 H 2.21 1.45 6.11
83 C 0.43 -0.35 -5.38
84 H 1.65 3.09 6.49
85 C 3.87 -2.12 -0.93
86 H -6.91 -1.81 1.78
87 H -7.41 -2.93 0.47
88 H 0.58 0.72 -5.24
89 H -0.10 3.89 -2.05
90 H -0.07 4.75 6.24
91 H 5.02 -3.33 -4.97
92 N 0.36 4.56 4.18
93 C 1.67 -1.12 -4.95
94 H -1.07 2.97 6.34
95 C 2.32 2.52 5.86
96 C 2.47 -2.19 -0.29
97 C 0.09 3.22 -2.89
98 C 0.70 -3.79 0.74
99 H -2.83 -1.59 1.41
100 C 2.91 -3.40 -5.09
101 H 3.02 1.01 3.67
102 H 5.44 -1.85 -3.27
103 H 4.03 -1.06 -1.17
104 C -0.86 -1.43 -3.35
105 H -3.92 0.10 2.95
106 H 2.31 0.52 -1.13
107 H 1.85 -1.05 -3.87

---

# 2
The following is a DFT calculation (ωB97M-V/def2-TZVPD) of a molecular structure, C30H70AsF6N3O27P5 in a non-equilibrium geometry.

Results
- M (g/mol) = 1248.7
- HOMO energy (Eh) = -0.2758
- charge = -1
- calculated total energy (Ha) = -7923.25851
- multiplicity = 1

Atoms and positions in Å:
1 C 5.13 0.38 -4.50
2 O 0.45 -5.93 -3.05
3 H -5.18 -0.01 -1.00
4 O 4.18 -2.36 -2.18
5 H -1.24 5.57 4.69
6 O 0.61 3.50 -1.37
7 C -6.85 -1.37 3.56
8 O -6.74 -0.19 2.76
9 C -3.48 4.07 -3.98
10 H -4.53 0.01 -4.46
11 O -3.10 2.90 1.91
12 H -4.05 0.82 3.95
13 N 1.11 3.14 -3.56
14 O -2.92 -2.97 -5.35
15 H -2.24 4.48 5.60
16 C 0.34 4.21 -4.15
17 H -2.54 1.11 0.24
18 H -0.38 3.82 -4.87
19 C 4.59 -0.12 -1.74
20 H -2.43 0.61 3.39
21 O -2.81 4.75 3.64
22 H 0.39 -0.61 -4.23
23 H 3.07 -3.22 2.45
24 C -2.28 5.27 4.85
25 F 1.47 -2.29 -0.52
26 H -6.62 -1.07 4.59
27 F 0.76 0.04 0.16
28 C -4.43 1.11 -4.46
29 H -3.44 -1.13 0.34
30 O 4.68 4.36 4.19
31 H -2.54 -0.59 -6.61
32 H 3.58 1.20 1.37
33 H 2.83 1.16 6.55
34 H 0.63 1.96 2.87
35 O 0.27 -6.69 -0.65
36 P -2.45 3.31 3.14
37 H -3.91 4.94 -3.48
38 H -2.69 0.52 5.13
39 H 0.88 -6.06 1.19
40 H -7.86 -1.76 3.51
41 H -1.59 2.13 -0.76
42 H -4.11 3.63 -4.75
43 H 2.94 0.94 3.05
44 H 5.50 0.43 -5.51
45 C 1.24 -4.73 -3.10
46 F 0.33 -3.08 1.54
47 H 3.63 -2.24 -1.39
48 C 3.54 1.96 6.32
49 H -5.01 1.46 -5.32
50 O 4.36 -4.71 2.18
51 O 3.24 2.42 5.01
52 C 3.61 -2.45 4.79
53 C 3.82 -3.89 2.89
54 H -2.86 6.12 5.20
55 O 4.84 2.22 -1.48
56 O 5.60 1.94 4.17
57 O 5.85 2.53 -3.97
58 C 1.05 2.80 -2.25
59 H -0.98 0.13 -6.34
60 H 6.26 5.32 5.15
61 O -4.99 1.67 -3.29
62 H -2.96 -3.93 -1.28
63 H -2.61 4.48 -4.51
64 H 0.81 -4.73 -0.05
65 H 4.45 -0.35 -0.69
66 H -2.76 -5.50 -0.50
67 H -3.88 -2.66 1.26
68 O -4.76 3.08 -1.18
69 F 1.98 -1.39 1.71
70 H 1.80 -4.73 -4.03
71 O 4.47 -1.83 -4.91
72 O -2.97 3.19 -2.99
73 N 4.08 -3.67 4.20
74 H 2.00 1.81 1.94
75 H 5.58 4.00 6.04
76 H -6.16 -2.15 3.24
77 H 2.52 -2.34 4.71
78 P -4.05 2.33 -2.19
79 C 4.92 1.24 -2.18
80 H 3.74 -2.46 5.88
81 H 3.40 2.76 7.04
82 H 0.38 3.04 1.49
83 C -0.13 2.48 2.28
84 As 0.54 -1.56 0.76
85 H 4.64 -4.74 5.90
86 H 2.28 1.53 -3.98
87 H 0.89 1.86 -5.13
88 H -0.76 1.72 1.80
89 C 5.04 -4.50 4.91
90 H -3.37 1.29 -4.60
91 H 1.87 -4.64 -2.22
92 H 1.04 4.86 -4.69
93 H 2.40 2.82 -5.21
94 P -5.71 -0.10 1.57
95 H -1.01 0.50 -3.91
96 H -1.21 -1.59 -7.01
97 H 1.47 1.80 -2.03
98 N -1.49 -1.28 -4.93
99 C -1.51 -0.82 -6.29
100 C 5.31 1.37 -3.62
101 H 5.93 3.13 -3.22
102 F -0.47 -0.90 2.01
103 H -1.95 -4.03 0.15
104 O -0.86 3.38 3.11
105 H -2.34 -2.45 -3.46
106 O -1.65 -7.15 -2.21
107 F -0.84 -1.75 -0.26
108 O -3.26 1.08 -1.64
109 O -4.46 -0.91 2.14
110 H 4.64 5.54 5.85
111 H -5.16 -1.76 -1.07
112 H -1.37 0.42 -1.00
113 C 4.64 -0.96 -4.11
114 H 4.11 -1.54 4.46
115 H 4.54 1.54 6.40
116 C 3.04 1.63 2.21
117 O -6.31 -1.04 0.44
118 P -0.58 -6.21 -1.90
119 O 3.75 2.81 2.62
120 O -1.09 -4.74 -1.54
121 H -0.16 4.86 -3.44
122 C -2.12 1.17 -0.77
123 C -3.02 1.01 4.21
124 C -3.55 -1.62 1.30
125 C -0.67 -0.55 -3.98
126 C -2.26 -4.57 -0.75
127 C 1.72 2.27 -4.56
128 H -2.58 -1.63 1.78
129 H 5.99 -3.98 5.01
130 C -2.28 -2.31 -4.54
131 H 2.08 -5.84 -0.13
132 C -5.80 -0.90 -0.89
133 H -6.57 -0.95 -1.67
134 C 1.02 -5.77 0.16
135 O -5.35 1.24 1.18
136 H -0.73 -0.90 -2.95
137 H 0.59 -3.85 -3.11
138 P 4.43 2.82 4.02
139 C 4.43 -1.10 -2.63
140 H 5.22 -5.42 4.36
141 C 5.31 4.83 5.38
142 O -2.78 2.42 4.41